1.
ORCA calculation (ωB97M-V/def2-TZVPD) on 6 unconnected molecules or ions with the total composition C45H46F16NO6PS2 at a distorted geometry.

Results
SMILES ... CC[C@H](C)[C@H]1[C@H](CCC(F)(F)C(F)(F)S(F)(F)(F)(F)F)[C@@H](N(C(=O)F)C(=O)F)OS(=O)(=O)[C@H]1P(C)O.Fc1ccccc1.Fc1ccccc1.Fc1ccccc1.Fc1ccccc1.Fc1ccccc1
2S+1 ... 1
HOMO energy ... -0.3258 hartree

CARTESIAN COORDINATES (ANGSTROEM)
C: 3.46478 1.56948 -0.25240
C: 2.16523 1.07850 -0.89684
C: 0.96602 1.44878 -0.04097
C: 1.05914 0.58844 1.26709
C: -0.40880 1.15789 -0.66829
C: -1.46663 1.88243 0.16295
C: -2.87123 1.22366 0.23695
C: -3.07002 -0.03093 -0.60489
C: -4.51486 -0.29061 -1.01986
F: -5.05462 0.83798 -1.51082
F: -4.47677 -1.16991 -2.03292
C: -5.33731 -0.90475 0.12610
F: -4.95810 -2.17890 0.18897
F: -5.02057 -0.37198 1.30095
S: -7.23253 -0.83334 -0.05072
F: -7.41377 -0.86905 1.51979
F: -7.35769 -2.40373 -0.05437
F: -7.10418 -0.83883 -1.61005
F: -7.17639 0.73293 0.01166
F: -8.78867 -0.74633 -0.20997
C: -1.67801 3.34379 -0.28789
N: -2.01277 4.12159 0.94536
C: -1.26829 5.35661 0.98466
O: -1.61667 6.39766 0.46039
F: -0.17444 5.27819 1.71144
C: -3.39755 4.49837 0.99060
O: -4.04220 4.46987 2.01925
F: -3.94789 4.86011 -0.16196
O: -0.50184 3.94128 -0.83005
S: -0.15078 3.35559 -2.29498
O: 1.21646 3.57501 -2.59330
O: -1.06731 3.92063 -3.23018
C: -0.59709 1.65061 -2.12896
P: 0.16130 0.52783 -3.42334
C: -0.30058 1.24475 -5.03549
O: -0.73082 -0.86805 -3.32528
H: 3.60453 2.60395 -0.55147
H: 3.42344 1.57068 0.82940
H: 4.32715 1.02722 -0.61418
H: 2.14905 1.48897 -1.89181
H: 2.24688 0.00043 -1.00128
H: 1.09129 2.47575 0.28006
H: 1.87739 -0.10666 1.17189
H: 1.22089 1.23601 2.11308
H: 0.14994 0.01394 1.39307
H: -0.51671 0.07942 -0.67488
H: -1.11033 1.96681 1.17571
H: -3.04762 0.95062 1.26510
H: -3.63050 1.96825 0.02888
H: -2.78300 -0.88666 -0.00404
H: -2.50774 -0.08022 -1.52344
H: -2.47577 3.42834 -1.01682
H: -1.67213 1.65024 -2.30081
H: -0.34278 0.45848 -5.77643
H: -1.26719 1.74244 -5.04859
H: 0.44234 1.97242 -5.32247
H: -1.61167 -0.76261 -3.70239
F: 3.73681 -1.14747 2.43345
C: 4.99197 -0.92935 2.87693
C: 5.98219 -1.83430 2.55331
C: 7.27076 -1.59860 3.00913
C: 7.54857 -0.47870 3.78143
C: 6.53483 0.41444 4.09659
C: 5.24454 0.19341 3.63852
H: 5.74578 -2.70722 1.95507
H: 8.06263 -2.29227 2.76010
H: 8.55502 -0.30252 4.13659
H: 6.74778 1.28570 4.70062
H: 4.44084 0.88125 3.86632
F: -0.81128 -2.24827 1.13863
C: -1.36073 -3.44817 1.43820
C: -2.63219 -3.48212 1.96973
C: -3.20321 -4.70881 2.27095
C: -2.49121 -5.87879 2.04739
C: -1.20962 -5.82146 1.51591
C: -0.63692 -4.59768 1.20201
H: -3.16457 -2.55606 2.14247
H: -4.20334 -4.75050 2.67986
H: -2.93572 -6.83513 2.28656
H: -0.65322 -6.73249 1.34441
H: 0.35672 -4.53108 0.77949
F: 3.10653 1.19662 -4.14413
C: 3.84219 0.08213 -4.31892
C: 3.24009 -1.06180 -4.80508
C: 4.01127 -2.20094 -4.98135
C: 5.36230 -2.18640 -4.66381
C: 5.94648 -1.02752 -4.17281
C: 5.18500 0.11894 -4.00172
H: 2.18504 -1.05676 -5.03863
H: 3.55520 -3.10250 -5.36695
H: 5.95901 -3.07831 -4.79931
H: 6.99815 -1.01494 -3.92130
H: 5.62240 1.03486 -3.62680
F: -10.57819 7.61501 2.62008
C: -9.39633 7.16708 2.15018
C: -8.43043 8.08202 1.78421
C: -7.21451 7.61682 1.30521
C: -6.98479 6.25291 1.19085
C: -7.97188 5.35072 1.56100
C: -9.18737 5.80676 2.04941
H: -8.63235 9.14092 1.87479
H: -6.44478 8.32120 1.02075
H: -6.04035 5.89519 0.81545
H: -7.79567 4.28740 1.46942
H: -9.96698 5.11984 2.35048
F: 5.73830 -4.66764 1.51141
C: 6.49206 -5.78037 1.36082
C: 5.90292 -6.92274 0.86110
C: 6.67895 -8.06112 0.70379
C: 8.02178 -8.04400 1.05403
C: 8.59237 -6.88432 1.55880
C: 7.82537 -5.73903 1.71093
H: 4.85299 -6.91614 0.60096
H: 6.23384 -8.96310 0.30720
H: 8.62286 -8.93481 0.93331
H: 9.63739 -6.87017 1.83582
H: 8.25279 -4.82310 2.09598

***

2.
ORCA calculation (ωB97M-V/def2-TZVPD) on a molecular structure, C45H46FN7O5Sn at a distorted geometry.

Results
Energy above the lowest of the compared OMol25 structures with the same formula, charge and spin ... 0.000 eV
2S+1 ... 1
HOMO energy ... -0.2181 hartree

CARTESIAN COORDINATES (ANGSTROEM)
Sn: 1.35400 0.04177 1.91327
C: 3.97232 -3.78728 0.37488
C: 4.42318 -2.83824 1.47917
C: 4.63133 -1.41261 0.95142
C: 3.48017 -2.77451 2.66498
C: 2.17054 -3.24924 2.63183
C: 1.31842 -3.03143 3.71080
C: 1.75710 -2.34538 4.85959
C: 0.85733 -2.16120 6.07040
C: 3.07079 -1.91394 4.89502
C: 3.90304 -2.11570 3.80122
H: 4.71542 -3.89906 -0.39836
H: 3.06231 -3.39486 -0.06511
H: 3.77146 -4.76785 0.78742
H: 5.37340 -3.17256 1.88990
H: 3.71566 -1.05564 0.49058
H: 5.43429 -1.34903 0.20134
H: 4.89835 -0.72083 1.74867
H: 1.75184 -3.78446 1.76815
H: 0.28053 -3.33323 3.66720
H: 1.06683 -1.22040 6.59898
H: 1.02866 -2.97091 6.77564
H: -0.18262 -2.19450 5.74920
H: 3.41768 -1.35609 5.75614
H: 4.92224 -1.74845 3.86273
C: -3.63583 -2.57050 -3.76624
C: -3.21195 -1.22200 -3.26741
N: -2.01231 -1.31093 -2.40071
C: -2.19293 -1.23900 -1.04088
C: -1.18878 -1.29574 -0.13464
C: -1.59219 -1.04842 1.29409
O: -2.70010 -1.36022 1.65434
O: -0.70461 -0.40673 1.99345
C: 0.14879 -1.55249 -0.59699
O: 1.09873 -1.84033 0.16663
C: 0.36939 -1.47392 -2.03334
C: 1.67496 -1.40031 -2.51308
C: 1.87335 -1.24942 -3.84441
F: 3.12882 -1.00917 -4.31296
C: 0.82389 -1.27032 -4.76514
C: -0.47724 -1.31893 -4.31411
C: -0.71945 -1.37415 -2.90944
N: 1.05166 -1.33275 -6.17419
C: 0.50964 -0.30158 -7.01655
C: -0.08602 -0.94216 -8.27667
N: 0.68231 -2.23696 -8.45675
C: 2.13471 -1.99877 -8.19592
C: 2.31104 -1.82033 -6.68802
H: -4.46515 -2.46173 -4.44749
H: -3.95604 -3.17671 -2.90505
H: -2.83089 -3.08689 -4.27373
H: -3.95606 -0.71910 -2.66454
H: -2.98478 -0.51792 -4.06843
H: -3.23016 -1.10397 -0.70452
H: 2.50547 -1.47146 -1.79396
H: -1.30980 -1.41276 -5.01390
H: 1.28285 0.43852 -7.28601
H: -0.27676 0.24198 -6.50448
H: 0.03656 -0.34753 -9.21295
H: -1.13474 -1.21180 -8.13491
H: 0.51991 -2.68932 -9.35310
H: 0.32544 -2.84591 -7.72525
H: 2.37604 -1.08301 -8.76263
H: 2.70900 -2.82328 -8.61597
H: 3.18147 -1.15876 -6.52101
H: 2.51768 -2.79059 -6.23699
C: -4.50284 2.33153 5.53173
C: -3.85333 3.43247 4.73185
C: -3.91378 4.76125 5.14390
C: -3.25802 5.73141 4.41434
C: -2.52318 5.41484 3.26328
C: -2.44782 4.09219 2.86101
N: -1.58225 3.71393 1.77539
C: -2.02215 3.24168 0.59188
C: -3.30943 3.58548 0.11808
C: -3.78425 3.12586 -1.07550
C: -2.99131 2.33357 -1.89337
C: -1.73377 1.98080 -1.43875
C: -1.20245 2.39597 -0.20603
C: 0.12463 1.87599 0.25550
O: 0.46222 2.00306 1.50924
O: 0.86450 1.20091 -0.49858
C: -3.08782 3.09769 3.62038
C: -2.97494 1.66463 3.20900
H: -5.07066 2.73499 6.36808
H: -3.72518 1.72331 6.02108
H: -5.14617 1.65885 4.94990
H: -4.49514 5.05127 6.01540
H: -3.25703 6.76446 4.74709
H: -1.95668 6.18492 2.74961
H: -0.66772 3.37780 2.04682
H: -3.94171 4.14335 0.79309
H: -4.80044 3.39500 -1.34813
H: -3.33867 1.92469 -2.81904
H: -1.09666 1.34551 -2.01268
H: -3.88350 1.33666 2.71452
H: -2.84061 0.97550 4.07377
H: -2.17776 1.49859 2.52619
N: 2.30672 1.50399 4.20727
C: 2.92011 2.26837 4.79786
C: 3.69922 3.16446 5.55632
C: 3.57447 3.11053 6.95555
N: 3.38893 2.99849 8.08909
C: 4.42256 4.19948 4.92595
N: 5.03174 5.00752 4.36773

***

3.
ORCA calculation (ωB97M-V/def2-TZVPD) on a molecular structure, C45H47BaN5O4S2 at a distorted geometry.

Results
Energy above the lowest of the compared OMol25 structures with the same formula, charge and spin ... 2.602 eV
2S+1 ... 1
HOMO energy ... -0.0590 hartree
Net charge ... -2

CARTESIAN COORDINATES (ANGSTROEM)
Ba: -1.02683 1.02619 0.59619
C: -1.94957 5.44752 1.61089
C: -2.33892 4.08978 1.05500
N: -2.24589 3.03608 1.79836
N: -1.83612 3.26806 3.08699
C: -1.85807 2.29758 3.94176
S: -2.35431 0.69105 3.88768
S: -1.21057 2.79253 5.56850
C: -1.00815 4.59322 5.39631
C: 0.32857 5.06152 4.88335
C: 1.08747 4.29501 4.00149
C: 2.28585 4.77974 3.49796
C: 2.74201 6.04025 3.85940
C: 1.98960 6.81628 4.72945
C: 0.79632 6.32497 5.24070
C: -2.86680 4.02128 -0.31007
C: -3.23844 5.20131 -0.96811
C: -3.77951 5.22389 -2.24014
C: -3.97732 4.01532 -2.90977
C: -3.63881 2.83250 -2.30218
C: -3.08292 2.76562 -0.98738
O: -2.81134 1.63696 -0.46749
H: -1.19752 5.30697 2.38186
H: -2.81551 5.94081 2.06236
H: -1.53748 6.09233 0.83597
H: -1.23088 5.03471 6.36932
H: -1.77971 4.87518 4.67639
H: 0.73101 3.32117 3.69282
H: 2.85832 4.16645 2.81163
H: 3.67856 6.41673 3.46434
H: 2.33102 7.80696 5.00937
H: 0.20905 6.92934 5.92501
H: -3.13266 6.15236 -0.46205
H: -4.04760 6.16684 -2.70256
H: -4.41722 4.01661 -3.90273
H: -3.80552 1.88140 -2.79656
C: 1.67451 -4.13066 1.97973
C: 0.20659 -4.00451 1.55197
C: -0.71123 -4.41332 2.71356
C: -0.06166 -4.91810 0.34639
C: -0.08981 -2.60716 1.18212
C: -0.38222 -1.44910 0.89773
H: 1.90430 -5.15002 2.31323
H: 1.88260 -3.43752 2.79501
H: 2.33291 -3.87919 1.14638
H: -0.51152 -5.44360 3.03388
H: -1.75390 -4.33375 2.40354
H: -0.56357 -3.74165 3.55918
H: 0.07667 -5.97570 0.60416
H: 0.61500 -4.66735 -0.47380
H: -1.08790 -4.77414 0.00223
C: 6.27604 4.91964 -1.44032
C: 4.98820 4.21454 -1.09157
C: 4.91551 2.82707 -1.08284
C: 3.73486 2.16556 -0.75854
C: 3.64519 0.66296 -0.75655
C: 2.60997 2.92152 -0.43956
C: 2.65419 4.31665 -0.44498
C: 1.40500 5.09255 -0.12036
C: 3.85083 4.94593 -0.76858
C: 1.29828 2.23098 -0.08878
O: 1.00955 2.17985 1.12616
O: 0.62284 1.78719 -1.04551
H: 6.93578 4.26488 -2.01122
H: 6.81170 5.22710 -0.53790
H: 6.07781 5.81531 -2.03130
H: 5.79993 2.25071 -1.34098
H: 4.59311 0.20430 -1.03954
H: 2.86570 0.33623 -1.44662
H: 3.34773 0.30246 0.23045
H: 0.59789 4.80582 -0.79942
H: 1.56525 6.16881 -0.19275
H: 1.06754 4.85428 0.89001
H: 3.90327 6.03150 -0.77240
C: 1.28852 -10.15403 -3.00340
C: 0.21048 -9.18609 -2.58964
C: 0.42231 -7.81427 -2.60482
C: -0.56183 -6.91599 -2.21480
C: -1.81005 -7.38233 -1.80405
N: -2.85883 -6.55689 -1.37950
C: -3.09492 -5.19127 -1.53957
O: -3.85261 -4.61754 -0.78992
N: -2.48389 -4.63480 -2.63098
C: -2.31157 -3.26386 -2.90148
C: -2.01739 -2.87134 -4.20260
C: -1.77964 -1.53178 -4.46511
C: -1.82771 -0.63113 -3.40999
N: -2.10376 -1.01027 -2.17088
C: -2.34811 -2.28352 -1.90875
C: -2.02054 -8.76413 -1.76682
C: -1.02857 -9.64583 -2.15256
H: 2.17608 -9.62308 -3.34520
H: 0.94117 -10.80126 -3.81134
H: 1.57809 -10.79504 -2.16809
H: 1.38912 -7.42987 -2.90784
H: -0.32988 -5.86136 -2.18709
H: -3.48696 -6.96203 -0.70607
H: -2.15456 -5.26731 -3.33930
H: -1.96935 -3.61177 -4.99525
H: -1.54782 -1.20197 -5.46947
H: -1.62537 0.42539 -3.55253
H: -2.55223 -2.52827 -0.87410
H: -2.97806 -9.14031 -1.42490
H: -1.21918 -10.71257 -2.11015